w) # CH2O2

One molecule with the formula CH2O2 (ωB97M-V/def2-TZVPD, OMol25).

```
! RIJCOSX wB97M-V def2-TZVPD def2/J DEFGRID3
* xyz 0 1
C -0.34293 0.13227 0.09035
H 1.28995 -0.32021 -0.20102
H -1.34428 -0.25905 0.16722
O 0.47320 -0.81680 -0.20504
O -0.07594 1.26379 0.14848
*
```

## Properties
HOMO energy ... -0.4078 Ha
E_LUMO ... 0.87 eV
SMILES string ... O=CO

x) # CH2O2

One molecule with the formula CH2O2 (ωB97M-V/def2-TZVPD, OMol25).

```
! RIJCOSX wB97M-V def2-TZVPD def2/J DEFGRID3
* xyz 0 1
C -0.07510 -0.33894 -0.27903
O 0.63281 0.60826 0.03982
O 0.54892 1.09290 1.24936
H -0.08309 -0.62627 -1.26979
H -1.02354 -0.73595 0.25965
*
```

## Properties
HOMO energy (spin up / spin down) ... -0.3574 / -0.3576 Ha
E_LUMO (spin up / spin down) ... -0.44 / -0.44 eV

Short version: w) is the most stable of them.